Run one
Here is a structure of composition C15H20N4O5 from the Open Molecules 2025 dataset. Energies are from wB97M-V/def2-TZVPD.

Geometry as ORCA input:
```
! wB97M-V def2-TZVPD RIJCOSX def2/J DEFGRID3
* xyz 0 1
C 3.31 -0.85 0.58
C 3.17 -2.30 0.16
C 3.79 -0.01 -0.62
C 3.89 1.48 -0.28
C 4.53 2.48 -0.91
C 3.25 3.30 0.65
C -1.34 -1.31 -0.47
C 0.09 -1.23 -1.08
C -1.78 0.18 -0.22
C -3.22 0.39 0.01
C -4.01 0.44 -1.14
C -3.84 0.47 1.27
C -5.38 0.42 -1.07
C -5.24 0.57 1.39
C -6.00 0.60 0.21
H 4.02 0.03 2.26
H 4.07 -1.67 2.29
H 2.33 -0.48 0.83
H 4.79 -0.39 -0.96
H 3.07 -0.09 -1.44
H 5.23 2.46 -1.75
H 2.68 4.04 1.21
H 4.39 4.57 -0.59
H 2.44 -3.49 -1.02
H -1.29 -1.83 1.57
H -2.39 -2.62 0.69
H -2.03 -1.72 -1.28
H -1.54 0.67 -1.18
H -1.15 0.66 0.53
H -3.52 0.23 -2.09
H -3.25 0.57 2.12
H -5.93 0.37 -1.98
H -5.67 0.80 2.32
H -7.71 0.96 -0.57
H 0.13 -2.76 -0.04
N 4.21 -0.81 1.74
N 3.15 2.00 0.77
N 4.13 3.67 -0.32
N -1.52 -2.24 0.65
O 3.54 -3.23 0.82
O 2.55 -2.52 -0.97
O 0.48 -0.40 -1.88
O -7.34 0.71 0.31
O 0.89 -2.14 -0.52
*
```

Per-atom Löwdin charges, elementary charge units: C -0.309; C -0.526; C -0.076; C -0.290; C -0.068; C -0.197; C -0.249; C -0.463; C -0.124; C -0.248; C -0.049; C -0.018; C -0.010; C 0.004; C -0.312; H 0.054; H 0.075; H 0.129; H 0.142; H 0.113; H 0.124; H 0.118; H 0.115; H 0.159; H 0.121; H 0.045; H 0.173; H 0.116; H 0.134; H 0.121; H 0.086; H 0.102; H 0.101; H 0.121; H 0.190; N 0.068; N 0.099; N 0.062; N 0.067; O 0.100; O 0.054; O 0.118; O 0.040; O -0.012


Run two
Here is a cluster of 2 separate species, C15H20N4O5 in total from the Open Molecules 2025 dataset. Energies are from wB97M-V/def2-TZVPD.

Geometry as ORCA input:
```
! wB97M-V def2-TZVPD RIJCOSX def2/J DEFGRID3
* xyz 0 1
C 3.71 0.61 -0.65
C 2.20 0.80 -0.36
C 4.07 -0.51 0.28
C 5.54 -0.85 0.25
C 6.46 -1.53 1.01
C 7.27 -1.19 -0.98
C -1.98 0.68 0.14
C -0.76 1.66 -0.11
C -3.40 1.36 -0.02
C -4.59 0.41 -0.10
C -4.98 -0.16 -1.35
C -5.38 0.10 1.01
C -5.95 -1.13 -1.46
C -6.53 -0.69 0.81
C -6.76 -1.42 -0.35
H 5.29 1.91 -0.75
H 3.86 2.57 -0.56
H 3.88 0.29 -1.68
H 3.77 -0.26 1.29
H 3.51 -1.34 -0.04
H 6.52 -1.77 2.11
H 8.00 -1.29 -1.70
H 8.36 -2.27 0.40
H 0.60 -0.17 0.05
H -1.60 0.59 2.08
H -1.32 -0.76 1.44
H -1.90 0.00 -0.66
H -3.41 2.02 -0.78
H -3.59 1.93 0.90
H -4.39 0.23 -2.25
H -5.09 0.45 1.99
H -6.16 -1.68 -2.38
H -7.20 -0.86 1.62
H -8.49 -2.04 0.15
H -0.39 1.74 1.71
N 4.45 1.81 -0.30
N 6.04 -0.78 -1.04
N 7.49 -1.91 0.16
N -1.95 -0.01 1.47
O 1.67 1.86 -0.53
O 1.57 -0.34 -0.01
O -0.53 2.02 -1.24
O -7.98 -2.04 -0.59
O 0.05 1.96 1.00
*
```

Computed properties:
Structure (SMILES) = N[C@@H](Cc1ccc(O)cc1)C(=O)O.N[C@@H](Cc1c[nH]cn1)C(=O)O

Per-atom Löwdin charges, elementary charge units: C -0.307; C -0.431; C -0.128; C -0.254; C -0.059; C -0.188; C -0.209; C -0.399; C -0.085; C -0.222; C -0.032; C -0.029; C -0.020; C -0.025; C -0.282; H 0.042; H 0.061; H 0.147; H 0.131; H 0.101; H 0.127; H 0.093; H 0.114; H 0.106; H 0.001; H 0.060; H 0.129; H 0.072; H 0.120; H 0.138; H 0.104; H 0.115; H 0.098; H 0.038; H 0.005; N 0.095; N 0.102; N 0.055; N 0.111; O 0.086; O 0.099; O 0.127; O 0.070; O 0.119


run one has the most favorable energy; the next structure is 0.0092 hartree above.